[1]
11
Properties=species:S:1:pos:R:3 method="wB97M-V/def2-TZVPD" gap_ev=9.9 total_charge=-1 lumo_energy_ev=3.88 max_force_ev_per_a=4.4 relative_energy_kj_mol=0.0
H -1.3612 1.3932 0.0563
N -2.2541 0.8890 0.1709
C -1.8082 -0.3140 0.2736
C -0.3717 -0.7882 0.0056
O 0.0595 -1.8659 -0.0961
O 0.2469 0.3422 -0.2345
C 1.7145 0.2564 -0.3362
O 2.2937 -0.0407 -1.3163
F 1.9675 1.6461 0.1165
F 1.9833 -0.4219 0.8601
H -2.4702 -1.0961 0.5000

[2]
42
Properties=species:S:1:pos:R:3 method="wB97M-V/def2-TZVPD" gap_ev=9.1 lumo_energy_ev=0.27 smiles="C=C(N)CCCO.O.O.O.O.O.O.O.O" max_force_ev_per_a=4.0 relative_energy_kj_mol=361.0
C 2.3481 0.5497 0.8411
C 1.6382 0.6621 -0.2804
N 2.2862 0.2681 -1.5270
C 0.2200 0.9533 -0.5155
C -0.7413 -0.1952 -0.7969
C -0.5205 -1.3611 0.1321
O -1.6588 -1.6930 0.9920
H 1.9610 0.4513 1.8325
H 3.4227 0.6934 0.7547
H 2.2264 0.8511 -2.3514
H 3.2584 -0.0065 -1.4406
H 0.0462 1.4592 0.4542
H 0.0500 1.6631 -1.3356
H -1.8140 0.0745 -0.7242
H -0.6611 -0.4325 -1.8614
H 0.2031 -1.3182 0.9368
H -0.2757 -2.2511 -0.4167
H -2.3193 -2.2187 0.5391
O 0.1940 1.5366 -3.7512
H 0.1295 2.4953 -3.7555
H -0.5502 1.1228 -4.1788
O 1.4958 -3.1445 2.1885
H 2.2081 -2.9118 1.5962
H 1.4019 -2.6191 2.9787
O -4.0893 1.6640 -0.1684
H -3.2607 1.5534 -0.6561
H -3.6332 2.1181 0.5717
O 1.8447 -2.9338 -0.6502
H 2.5838 -3.4796 -0.9727
H 1.7086 -2.2190 -1.2874
O -1.4767 0.4196 2.9804
H -1.5324 -0.2884 2.3110
H -0.6365 0.2464 3.4176
O -2.0081 2.5696 1.5112
H -2.1040 1.6302 1.7755
H -2.2333 3.2100 2.1871
O 1.1982 4.3473 1.2455
H 1.8116 3.8517 0.6769
H 0.9484 3.6648 1.8733
O -1.0722 -3.4691 -1.9652
H -0.6456 -4.2363 -1.5584
H -1.9518 -3.2776 -1.6026

Q: Which HOMO level values were calculated for the entries above? A: -6.0, -8.8, in eV.